Entry 1:
{"formula": "C2H2FOPd", "method": "the ωB97M-V functional and the def2-TZVPD basis", "total_charge": 1, "e_lumo_ev": [-5.15, -7.93], "fmax_ev_per_a": 16.55, "total_energy_ha": -379.83962, "s2": 2.0263, "spin_multiplicity": 3, "species": ["C", "C", "O", "H", "F", "H", "Pd"], "positions_angstrom": [[0.187, 0.684, -0.380], [-0.753, -0.101, 0.167], [-0.388, -1.122, 0.924], [0.195, 1.713, -0.720], [1.449, 0.042, -0.538], [-1.770, 0.297, 0.269], [1.080, -1.512, 0.278]], "nbo_charge": [0.2138, 0.0195, -0.4292, 0.2575, -0.3515, 0.2548, 1.0351]}

=====

Entry 2:
{"formula": "C2H2GdLiO2", "method": "the ωB97M-V functional and the def2-TZVPD basis", "total_charge": 2, "e_lumo_ev": [-9.65, -10.70], "fmax_ev_per_a": 1.21, "total_energy_ha": -1000.11846, "s2": 16.7722, "spin_multiplicity": 8, "species": ["H", "O", "C", "C", "O", "Gd", "Li", "H"], "positions_angstrom": [[-9.659, 2.147, -2.940], [-6.165, 1.149, -2.093], [-5.267, 1.978, -2.005], [-5.738, 3.425, -2.373], [-6.869, 3.602, -2.767], [-2.943, 1.307, -0.946], [-7.919, 1.834, -2.880], [-5.028, 4.264, -2.240]], "mulliken_charge": [0.0019, -0.6930, 0.3014, -0.1787, -0.4936, 1.8259, 0.9026, 0.3336]}

=====

Entry 3:
{"formula": "C2H2I2", "method": "the ωB97M-V functional and the def2-TZVPD basis", "total_charge": 0, "e_lumo_ev": [-0.82, -2.86], "fmax_ev_per_a": 4.83, "total_energy_ha": -672.64520, "species": ["C", "C", "I", "I", "H", "H"], "positions_angstrom": [[0.078, -0.044, 0.516], [0.041, 0.021, 1.800], [2.282, -2.676, 2.511], [-0.536, 0.833, 3.480], [0.048, 0.917, -0.222], [0.234, -0.909, 0.001]], "nbo_charge": [-0.4968, -0.2095, -0.0935, 0.3553, 0.2151, 0.2293]}

=====

Entry 4:
{"formula": "C2H2I2NO", "method": "the ωB97M-V functional and the def2-TZVPD basis", "total_charge": -1, "e_lumo_ev": 2.27, "fmax_ev_per_a": 2.85, "total_energy_ha": -802.72863, "species": ["C", "C", "N", "O", "I", "I", "H", "H"], "positions_angstrom": [[0.262, -0.091, -0.435], [-0.742, -0.032, 0.561], [-0.446, 1.001, -0.417], [-0.933, 2.018, -0.913], [4.157, -0.805, 0.290], [-2.438, -1.504, 0.310], [0.813, -0.726, -1.100], [-0.672, 0.139, 1.705]], "nbo_charge": [0.0211, -0.1489, 0.1644, -0.4388, -0.9861, -0.1037, 0.2627, 0.2294]}

=====

Entry 5:
{"formula": "C2H2IN", "method": "the ωB97M-V functional and the def2-TZVPD basis", "total_charge": 0, "e_lumo_ev": [-2.05, -1.96], "fmax_ev_per_a": 4.73, "total_energy_ha": -429.74554, "species": ["C", "C", "N", "I", "H", "H"], "positions_angstrom": [[-0.009, -0.048, -0.046], [1.324, -0.166, 0.088], [-1.102, 0.370, -0.262], [-3.774, -0.123, 0.146], [1.687, 0.366, 0.830], [1.874, -0.399, -0.756]], "nbo_charge": [0.2342, -0.3374, -0.3007, -0.0258, 0.2092, 0.2205]}

=====

Entry 6:
{"formula": "C2H2IN3", "method": "the ωB97M-V functional and the def2-TZVPD basis", "total_charge": 0, "e_lumo_ev": -0.50, "fmax_ev_per_a": 4.26, "total_energy_ha": -539.20616, "species": ["C", "C", "N", "N", "N", "I", "H", "H"], "positions_angstrom": [[-1.753, -0.345, -0.153], [1.613, 1.474, -0.211], [1.410, 0.327, -0.376], [-0.810, -1.016, 0.145], [-0.205, -1.714, 0.926], [1.577, 3.497, -0.316], [-2.617, -0.168, -0.712], [0.785, -2.054, 0.697]], "nbo_charge": [-0.0630, 0.0198, -0.3392, 0.0016, -0.5182, 0.3132, 0.2254, 0.3603]}

=====

Entry 7:
{"formula": "C2H2INO2S", "method": "the ωB97M-V functional and the def2-TZVPD basis", "total_charge": 0, "e_lumo_ev": -1.19, "fmax_ev_per_a": 3.42, "total_energy_ha": -978.46865, "smiles": "N#CCS(=O)(=O)I", "species": ["N", "C", "C", "S", "O", "O", "I", "H", "H"], "positions_angstrom": [[-2.278, -0.534, 1.572], [-1.574, -0.405, 0.691], [-0.593, -0.159, -0.445], [1.036, 0.339, 0.209], [1.305, -0.186, 1.506], [1.063, 1.727, 0.065], [2.312, -0.535, -1.555], [-0.763, 0.811, -0.901], [-0.508, -1.058, -1.142]], "nbo_charge": [-0.2598, 0.2543, -0.7504, 1.9854, -0.8717, -0.9211, -0.0234, 0.2925, 0.2941]}

=====

Entry 8:
{"formula": "C2H2INO3", "method": "the ωB97M-V functional and the def2-TZVPD basis", "total_charge": 0, "e_lumo_ev": [-1.42, -2.74], "fmax_ev_per_a": 3.17, "total_energy_ha": -655.41810, "species": ["C", "C", "N", "O", "O", "O", "I", "H", "H"], "positions_angstrom": [[1.560, 0.488, 0.275], [0.299, 1.448, -0.062], [-1.966, 1.243, -0.214], [0.189, 2.563, -0.330], [2.654, 0.907, 0.454], [-0.826, 0.616, -0.063], [5.385, -0.143, -0.048], [1.426, -0.549, 0.340], [-2.700, 0.450, -0.077]], "nbo_charge": [0.3534, 0.6687, -0.1754, -0.4528, -0.4527, -0.3715, -0.0165, 0.1483, 0.2986]}

=====

Entry 9:
{"formula": "C2H2INOS2", "method": "the ωB97M-V functional and the def2-TZVPD basis", "total_charge": 0, "e_lumo_ev": [-1.44, -1.44], "fmax_ev_per_a": 2.48, "total_energy_ha": -1301.39930, "species": ["C", "C", "N", "O", "S", "S", "I", "H", "H"], "positions_angstrom": [[1.115, -1.306, -0.854], [-0.987, -2.529, -0.261], [0.079, -2.079, -0.468], [2.359, 0.612, -1.898], [-2.387, -3.239, -0.044], [0.982, 0.127, -1.742], [-3.063, 0.646, -0.082], [2.122, -1.476, -0.467], [-2.169, -0.355, -0.984]], "nbo_charge": [-0.3050, 0.2696, -0.4634, -0.8895, 0.0171, 1.1264, -0.0758, 0.2463, 0.0743]}

=====

Entry 10:
{"formula": "C2H2INOS2", "method": "the ωB97M-V functional and the def2-TZVPD basis", "total_charge": 0, "e_lumo_ev": [-1.31, -1.31], "fmax_ev_per_a": 4.49, "total_energy_ha": -1301.38853, "species": ["C", "C", "N", "O", "S", "S", "I", "H", "H"], "positions_angstrom": [[-2.725, 0.378, -1.463], [-4.953, 0.311, -0.742], [-4.017, 0.585, -1.399], [-0.541, -0.641, -0.454], [-6.451, 0.086, -0.258], [-1.998, -0.708, -0.393], [4.334, 0.007, -0.086], [-2.215, 0.858, -2.269], [3.798, -0.541, 1.227]], "nbo_charge": [-0.3008, 0.2726, -0.4632, -0.8888, 0.0437, 1.1028, -0.0872, 0.2337, 0.0872]}

=====

Entry 11:
{"formula": "C2H2IrO2P", "method": "the ωB97M-V functional and the def2-TZVPD basis", "total_charge": 2, "e_lumo_ev": [-11.60, -12.60], "fmax_ev_per_a": 8.98, "total_energy_ha": -672.59654, "s2": 6.0117, "spin_multiplicity": 5, "species": ["P", "O", "O", "C", "C", "Ir", "H", "H"], "positions_angstrom": [[-1.421, -0.722, -2.523], [-0.293, 0.356, -2.293], [-0.910, -1.494, 0.443], [0.023, -0.821, 0.825], [0.507, 0.369, 1.249], [0.807, 0.971, -0.982], [1.542, 0.300, 1.612], [-0.256, 1.040, 1.669]], "nbo_charge": [1.3324, -1.0708, -0.3126, 0.8046, -0.8621, 1.4065, 0.3414, 0.3604]}

=====

Entry 12:
{"formula": "C2H2IrO3", "method": "the ωB97M-V functional and the def2-TZVPD basis", "total_charge": 2, "e_lumo_ev": [-11.00, -15.50], "fmax_ev_per_a": 4.14, "total_energy_ha": -406.14593, "s2": 8.7617, "spin_multiplicity": 6, "species": ["H", "O", "O", "C", "C", "Ir", "O", "H"], "positions_angstrom": [[-0.878, 0.366, 1.497], [-0.988, -1.425, 0.230], [0.083, -1.480, -0.742], [-0.568, -0.107, 0.563], [0.539, -0.196, -0.422], [2.554, -0.059, 0.081], [-0.497, 1.044, -0.828], [-0.245, 1.857, -0.379]], "nbo_charge": [0.3159, -0.0367, -0.1077, 0.3546, -0.0061, 1.4214, -0.4726, 0.5312]}

=====

Entry 13:
{"formula": "C2H2IrO3", "method": "the ωB97M-V functional and the def2-TZVPD basis", "total_charge": 3, "e_lumo_ev": [-18.05, -21.25], "fmax_ev_per_a": 6.99, "total_energy_ha": -405.51898, "s2": 6.0143, "spin_multiplicity": 5, "species": ["H", "O", "O", "C", "C", "Ir", "O", "H"], "positions_angstrom": [[-0.410, 0.416, 1.445], [-1.419, -0.789, -0.490], [-0.201, -1.385, -0.024], [-0.993, 0.420, 0.029], [0.270, -0.174, 0.445], [2.179, 0.422, -0.008], [-1.430, 1.506, -0.504], [-1.870, 2.095, 0.127]], "nbo_charge": [0.4787, 0.0490, 0.1125, 0.6942, -0.2514, 1.7066, -0.3989, 0.6094]}

=====

Entry 14:
{"formula": "C2H2MnO2", "method": "the ωB97M-V functional and the def2-TZVPD basis", "total_charge": -1, "e_lumo_ev": [4.12, 4.17], "fmax_ev_per_a": 3.06, "total_energy_ha": -1378.70175, "s2": 12.0054, "spin_multiplicity": 7, "species": ["H", "C", "C", "H", "O", "O", "Mn"], "positions_angstrom": [[1.147, 0.865, -1.202], [0.510, 0.523, -0.367], [-0.707, 0.817, 0.042], [-1.275, 1.582, -0.493], [0.971, -0.970, -0.132], [0.637, -1.546, 1.148], [-1.283, -1.271, 1.005]], "nbo_charge": [0.1538, -0.0347, -0.8378, 0.1714, -0.4186, -0.7625, 0.7284]}

=====

Entry 15:
{"formula": "C2H2N2", "method": "the ωB97M-V functional and the def2-TZVPD basis", "total_charge": 0, "e_lumo_ev": -0.76, "fmax_ev_per_a": 6.37, "total_energy_ha": -186.75379, "species": ["C", "C", "N", "N", "H", "H"], "positions_angstrom": [[1.185, 0.204, 1.680], [-0.358, 0.162, -0.556], [0.333, 0.144, 0.501], [-1.159, -0.146, -1.421], [0.939, -0.780, 2.022], [-0.940, 0.416, -2.225]], "nbo_charge": [0.0865, 0.6299, -0.5545, -0.6479, 0.1043, 0.3817]}

=====

Entry 16:
{"formula": "C2H2N2O", "method": "the ωB97M-V functional and the def2-TZVPD basis", "total_charge": 0, "e_lumo_ev": [-0.46, -0.47], "fmax_ev_per_a": 2.54, "total_energy_ha": -261.99629, "smiles": "O=CC1N=N1", "species": ["O", "C", "C", "N", "N", "H", "H"], "positions_angstrom": [[-1.753, -0.744, 0.570], [-0.846, -0.595, -0.217], [0.563, -0.225, 0.166], [0.658, 0.871, 1.168], [1.009, 1.458, 0.202], [-0.972, -0.825, -1.291], [1.341, 0.059, -0.597]], "nbo_charge": [-0.4859, 0.3526, -0.2694, -0.0135, 0.0493, 0.1174, 0.2495]}

=====

Entry 17:
{"formula": "C2H2N2O", "method": "the ωB97M-V functional and the def2-TZVPD basis", "total_charge": 0, "e_lumo_ev": 0.69, "fmax_ev_per_a": 4.27, "total_energy_ha": -262.10100, "smiles": "N#CO.C#N", "species": ["N", "C", "O", "H", "C", "N", "H"], "positions_angstrom": [[1.547, 1.633, 0.192], [1.547, 0.524, -0.123], [1.719, -0.744, -0.322], [0.936, -1.379, -0.403], [-1.497, 0.340, -0.110], [-1.057, -0.593, -0.678], [-1.771, 1.220, 0.420]], "nbo_charge": [-0.4450, 0.5655, -0.6806, 0.5562, 0.1437, -0.3889, 0.2490]}

=====

Entry 18:
{"formula": "C2H2N2O", "method": "the ωB97M-V functional and the def2-TZVPD basis", "total_charge": 0, "e_lumo_ev": 0.06, "fmax_ev_per_a": 1.63, "total_energy_ha": -262.08201, "species": ["O", "C", "C", "N", "N", "H", "H"], "positions_angstrom": [[0.621, 1.852, 0.517], [-0.254, 1.055, 0.263], [-0.232, -0.387, 0.507], [0.785, -1.102, 0.099], [1.477, -1.864, -0.360], [-1.178, 1.350, -0.272], [-1.123, -0.990, 0.400]], "nbo_charge": [-0.5224, 0.3814, -0.3808, 0.1094, 0.0606, 0.1169, 0.2349]}

=====

Entry 19:
{"formula": "C2H2N2O2", "method": "the ωB97M-V functional and the def2-TZVPD basis", "total_charge": 0, "e_lumo_ev": 0.51, "fmax_ev_per_a": 4.15, "total_energy_ha": -337.35813, "smiles": "O=c1[nH]cno1", "species": ["O", "C", "N", "C", "N", "O", "H", "H"], "positions_angstrom": [[1.955, 0.007, -0.137], [0.762, 0.002, 0.026], [-0.032, 1.035, 0.180], [-1.332, 0.583, -0.136], [-1.353, -0.651, -0.062], [-0.076, -1.177, 0.123], [0.233, 1.956, 0.147], [-2.147, 1.197, -0.198]], "nbo_charge": [-0.5762, 0.8387, -0.6171, 0.1619, -0.1173, -0.3236, 0.4214, 0.2122]}

=====

Entry 20:
{"formula": "C2H2N2O2", "method": "the ωB97M-V functional and the def2-TZVPD basis", "total_charge": 0, "e_lumo_ev": 0.35, "fmax_ev_per_a": 0.84, "total_energy_ha": -337.18847, "species": ["O", "C", "N", "O", "C", "N", "H", "H"], "positions_angstrom": [[1.609, 0.111, 0.599], [0.531, -0.342, -0.030], [0.117, -1.460, -0.488], [-0.762, -0.724, 0.516], [-1.223, 0.888, -0.420], [-0.121, 1.123, -0.805], [2.122, -0.659, 0.888], [-2.273, 1.063, -0.261]], "nbo_charge": [-0.6534, 0.6982, -0.2326, -0.4211, 0.2776, -0.4142, 0.5060, 0.2395]}